# 1
A cluster of 12 separate species, C34H97N5O19 in total at a distorted geometry, computed with wB97M-V/def2-TZVPD.

Structure (XYZ):
```
155
Properties=species:S:1:pos:R:3
O 7.254 -25.970 -1.270
O 3.686 -29.937 9.318
O 10.106 -34.448 8.129
O 5.081 -28.883 2.872
O 6.404 -31.090 8.504
O 1.475 -28.108 -4.037
O 1.586 -29.300 1.868
O 15.532 -28.134 10.950
O 9.167 -25.742 9.305
O 12.243 -21.678 0.839
O 9.358 -30.604 1.909
O 8.606 -35.649 -2.816
O 4.448 -27.931 -4.139
O 10.889 -35.877 5.635
O 10.011 -34.922 -6.051
O 4.375 -33.879 -2.058
O 14.260 -30.927 -2.192
O 1.321 -34.770 -0.314
O 8.835 -26.593 -3.688
N 13.464 -28.312 -3.592
N 16.275 -26.394 14.139
N 6.367 -27.266 7.410
N 13.879 -21.496 4.201
N 11.414 -31.575 4.841
C 14.289 -28.374 -2.411
C 9.106 -34.781 -5.026
C 7.887 -26.213 9.078
C 8.658 -26.033 -1.321
C 2.411 -28.526 -3.077
C 10.114 -26.673 9.762
C 13.933 -29.668 -1.631
C 2.255 -33.980 -1.058
C 15.807 -27.486 13.299
C 12.631 -21.216 2.105
C 9.854 -35.812 7.915
C 9.614 -35.405 -3.719
C 14.389 -27.829 13.669
C 16.056 -27.122 11.833
C 8.918 -31.350 0.766
C 13.643 -22.039 2.843
C 3.859 -29.631 2.718
C 4.061 -31.273 9.310
C 14.155 -32.023 -1.302
C 2.640 -28.686 2.479
C 13.160 -23.528 3.048
C 14.029 -27.106 -1.595
C 3.679 -29.043 -3.734
C 3.641 -34.558 -1.083
C 7.933 -25.603 6.590
C 11.738 -29.516 3.411
C 9.061 -25.543 -2.778
C 10.985 -36.391 7.001
C 10.096 -31.412 2.860
C 5.513 -31.458 9.574
C 10.713 -30.578 4.009
C 11.320 -20.936 0.088
C 7.724 -26.748 7.644
C 15.913 -27.982 9.585
H 6.423 -27.599 6.458
H 14.532 -29.600 -0.723
H 14.873 -32.005 -0.483
H 11.012 -34.926 5.677
H 14.460 -22.203 4.629
H 8.436 -30.623 0.113
H 9.311 -34.015 8.450
H 15.653 -28.932 9.120
H 10.878 -34.525 -5.948
H 14.711 -27.008 -0.750
H 14.029 -26.177 -2.166
H 3.440 -31.820 10.019
H 15.377 -27.220 9.018
H 16.974 -27.778 9.444
H 5.678 -32.505 9.827
H 13.030 -23.850 2.014
H 13.794 -26.926 13.539
H 1.921 -29.365 -2.583
H 13.931 -24.173 3.469
H 7.898 -26.586 -3.894
H 7.813 -25.924 5.555
H 8.537 -27.473 7.592
H 14.562 -22.084 2.259
H 12.122 -28.892 4.218
H 2.852 -27.922 1.731
H 17.128 -27.030 11.657
H 11.118 -26.362 9.471
H 13.162 -32.081 -0.855
H 11.965 -36.251 7.458
H 13.030 -20.213 1.956
H 10.702 -32.008 5.412
H 9.778 -36.253 8.909
H 9.987 -24.995 -2.958
H 8.166 -32.072 1.081
H 13.952 -28.610 13.046
H 11.550 -19.916 -0.219
H 13.062 -21.510 4.795
H 11.121 -21.527 -0.807
H 9.922 -30.139 4.617
H 12.913 -29.832 -1.281
H 13.466 -29.207 -4.060
H 3.754 -30.180 3.654
H 12.227 -23.603 3.607
H 15.443 -26.259 11.572
H 6.184 -30.198 8.223
H 2.399 -33.056 -0.498
H 0.509 -34.259 -0.311
H 4.068 -27.684 -4.986
H 1.802 -33.834 -2.038
H 10.196 -36.309 -3.900
H 10.058 -27.021 10.794
H 7.215 -24.820 6.834
H 7.203 -25.368 9.166
H 5.156 -34.410 -2.232
H 14.217 -28.134 14.701
H 15.906 -26.558 15.065
H 9.024 -27.045 -1.143
H 12.507 -28.104 -3.345
H 5.807 -30.857 10.434
H 9.755 -31.779 0.215
H 7.692 -26.938 9.867
H 12.604 -30.008 2.968
H 4.098 -34.508 -0.094
H 3.390 -29.642 -4.598
H 3.882 -31.690 8.320
H 2.276 -28.128 3.342
H 3.491 -35.622 -1.265
H 5.816 -29.314 2.430
H 8.903 -25.115 6.685
H 14.281 -32.906 -1.929
H 7.004 -26.373 -2.105
H 9.452 -32.216 3.217
H 2.575 -27.724 -2.357
H 4.179 -29.746 -3.068
H 0.807 -28.750 1.977
H 9.012 -25.377 -0.525
H 8.870 -35.872 7.450
H 8.374 -24.753 -3.080
H 10.356 -20.881 0.593
H 5.723 -26.489 7.365
H 1.061 -27.281 -3.778
H 4.329 -29.414 8.834
H 15.863 -25.543 13.783
H 15.346 -28.360 -2.678
H 12.058 -31.107 5.462
H 8.968 -33.730 -4.773
H 10.088 -27.551 9.118
H 9.007 -35.919 -1.987
H 8.141 -35.217 -5.285
H 10.285 -34.726 -3.194
H 13.043 -27.124 -1.130
H 10.615 -37.414 6.934
H 16.445 -28.275 13.696
H 11.734 -21.079 2.709
H 10.939 -31.927 2.400
H 11.259 -28.903 2.648
H 4.063 -30.333 1.910
```

Values from the calculation:
E_HOMO	-9.0	eV
HOMO-LUMO gap	9.07	eV
spin multiplicity	1
SMILES	COC[C@H](C)N.COC[C@H](C)N.COC[C@H](C)N.COC[C@H](C)N.COC[C@H](C)N.OCCO.OCCO.OCCO.OCCO.OCCO.OCCO.OCCO

# 2
A cluster of 13 separate species, C34H98N4O22 in total at a distorted geometry, computed with wB97M-V/def2-TZVPD.

Structure (XYZ):
```
158
Properties=species:S:1:pos:R:3
O 17.932 26.910 -18.583
O 17.832 24.202 -20.966
O 14.397 26.162 -17.116
O 10.527 29.653 -15.069
O 10.993 26.493 -19.095
O 17.529 33.910 -19.672
O 11.596 25.462 -16.521
O 8.221 33.097 -18.453
O 13.256 35.537 -20.772
O 11.974 26.527 -21.689
O 20.546 30.108 -23.577
O 17.080 23.946 -23.615
O 12.952 32.424 -12.827
O 9.516 30.402 -18.718
O 18.109 28.523 -24.516
O 12.076 33.867 -15.540
O 17.003 29.827 -14.725
O 16.617 31.238 -20.534
O 11.054 26.915 -26.113
O 13.921 28.378 -20.897
O 14.298 32.818 -20.042
O 8.675 29.637 -11.926
N 13.743 29.427 -25.644
N 15.729 26.948 -25.309
N 15.277 28.714 -18.261
N 17.334 27.677 -12.957
C 13.833 28.895 -18.549
C 17.827 26.190 -14.790
C 17.855 25.585 -19.087
C 11.304 29.737 -25.564
C 10.080 31.663 -19.088
C 13.809 26.185 -15.817
C 17.146 28.522 -15.278
C 14.568 25.151 -24.153
C 9.778 29.692 -12.815
C 19.225 30.139 -23.036
C 13.575 29.368 -19.942
C 17.760 25.578 -20.595
C 18.346 32.743 -19.696
C 11.051 25.571 -26.518
C 13.287 32.204 -14.210
C 14.020 35.189 -19.624
C 18.085 23.003 -23.919
C 15.890 25.949 -24.247
C 10.090 26.571 -20.187
C 13.732 33.788 -19.161
C 17.891 27.643 -14.308
C 18.465 28.848 -23.172
C 9.343 29.684 -14.258
C 14.141 28.932 -22.180
C 16.378 30.701 -15.594
C 12.104 32.494 -15.109
C 12.330 26.478 -15.874
C 13.275 29.882 -17.529
C 10.767 27.189 -21.383
C 9.585 32.768 -18.213
C 12.278 27.563 -26.426
C 12.450 28.725 -25.487
C 17.530 31.488 -19.462
C 17.033 25.002 -24.549
H 13.780 30.855 -17.612
H 19.117 32.819 -18.917
H 16.551 27.557 -25.257
H 13.107 26.872 -26.248
H 12.134 27.442 -16.367
H 11.999 34.440 -14.773
H 12.426 28.317 -24.471
H 10.392 30.585 -12.639
H 16.658 31.743 -15.384
H 9.765 32.551 -17.153
H 17.636 28.594 -16.259
H 16.689 30.651 -16.649
H 18.611 26.985 -17.910
H 13.788 35.913 -18.837
H 13.737 25.788 -23.847
H 14.623 24.337 -23.432
H 13.505 31.140 -14.277
H 16.960 25.091 -18.701
H 15.601 28.072 -18.992
H 13.753 35.244 -21.541
H 16.800 26.000 -20.922
H 18.847 32.716 -20.661
H 16.147 28.106 -15.470
H 18.448 25.547 -14.172
H 13.199 29.209 -22.668
H 17.498 24.115 -21.876
H 17.945 22.142 -23.269
H 17.378 34.164 -18.758
H 8.782 30.589 -14.528
H 16.848 24.573 -25.546
H 9.704 25.582 -20.437
H 14.411 28.758 -25.247
H 13.975 25.196 -15.382
H 15.989 26.417 -23.264
H 15.285 30.670 -15.603
H 12.204 30.076 -17.638
H 13.291 27.977 -18.316
H 19.352 30.317 -21.971
H 14.847 29.766 -22.177
H 11.128 30.003 -26.614
H 11.878 25.010 -26.068
H 11.133 25.481 -27.613
H 18.158 30.595 -19.439
H 8.644 30.353 -19.118
H 10.382 29.086 -15.831
H 11.960 26.551 -14.847
H 17.020 31.597 -18.497
H 10.427 28.837 -12.631
H 11.192 32.224 -14.570
H 17.974 25.572 -24.556
H 18.575 26.137 -21.072
H 18.729 24.984 -18.823
H 14.244 33.638 -18.206
H 13.998 29.440 -26.630
H 18.113 26.084 -15.838
H 13.433 29.509 -16.516
H 12.208 27.935 -27.459
H 15.089 35.332 -19.813
H 14.561 28.138 -22.802
H 9.279 27.261 -19.924
H 10.578 26.843 -18.305
H 18.942 27.921 -14.187
H 12.045 25.267 -17.354
H 8.712 28.827 -14.505
H 16.793 25.843 -14.704
H 12.663 33.622 -19.024
H 13.784 32.789 -20.857
H 18.921 28.537 -25.032
H 15.915 31.901 -20.415
H 12.122 31.896 -16.018
H 10.125 33.703 -18.390
H 20.528 29.856 -24.504
H 16.389 27.304 -12.942
H 7.669 32.516 -17.922
H 10.966 28.252 -21.212
H 15.799 26.488 -26.213
H 18.688 30.993 -23.457
H 11.170 31.610 -19.041
H 17.572 28.952 -22.550
H 10.104 25.111 -26.242
H 19.085 23.413 -23.743
H 10.379 29.358 -25.132
H 14.150 32.834 -14.432
H 14.320 26.917 -15.178
H 15.765 29.557 -18.570
H 17.266 28.626 -12.610
H 14.101 30.301 -20.166
H 9.808 31.878 -20.127
H 12.685 33.335 -12.685
H 11.585 30.658 -25.056
H 12.499 29.605 -20.028
H 8.154 30.437 -12.042
H 14.362 24.739 -25.148
H 12.698 27.104 -21.410
H 19.040 28.022 -22.740
H 10.078 27.073 -22.231
H 14.763 27.042 -17.285
H 17.996 22.653 -24.953
```

Values from the calculation:
E_HOMO	-9.1	eV
HOMO-LUMO gap	9.27	eV
spin multiplicity	1

# 3
A cluster of 11 separate species, C35H100N8O11 in total at a distorted geometry, computed with wB97M-V/def2-TZVPD.

Structure (XYZ):
```
154
Properties=species:S:1:pos:R:3
O 1.412 11.933 18.273
O 6.927 15.009 18.484
O -2.740 12.191 12.919
O 1.928 12.318 22.474
O 4.420 18.572 12.456
O -3.298 17.470 19.883
O -4.931 12.985 19.292
O 6.276 19.564 17.355
O 0.457 22.777 21.627
O 3.105 16.563 18.544
O 7.117 16.873 23.079
N 9.505 15.902 15.923
N -5.548 11.037 22.338
N 1.271 14.872 24.350
N -0.361 15.226 18.551
N -4.266 16.219 22.389
N 4.552 17.640 16.076
N 1.803 20.122 21.072
N 0.477 12.972 14.411
C -2.707 16.327 20.473
C 3.382 15.827 23.817
C 1.745 16.533 19.067
C 0.247 24.095 22.276
C 0.159 19.064 22.508
C 0.947 15.549 18.042
C 4.157 15.924 14.399
C 7.423 16.350 21.782
C -1.875 15.631 22.912
C 0.434 20.313 21.654
C -5.913 11.971 21.257
C 9.531 13.981 17.342
C 8.607 15.039 16.624
C 5.901 19.485 18.723
C -2.870 16.545 22.038
C 5.842 14.277 17.863
C -5.756 13.355 21.826
C -4.875 11.776 20.063
C -1.312 12.119 13.018
C 3.816 18.466 13.817
C 4.600 17.403 14.669
C -3.183 11.878 11.601
C 7.719 15.796 17.551
C 2.302 14.800 23.279
C 4.551 19.854 11.968
C 0.681 16.280 16.718
C 0.303 11.814 17.496
C 2.832 13.298 23.110
C 3.939 16.927 19.560
C -0.264 14.594 12.898
C -0.745 13.402 13.768
C -3.051 17.427 18.498
C -3.953 13.012 18.180
C 0.375 21.642 22.538
C 1.607 12.628 21.171
H -0.095 12.771 17.159
H 7.987 15.423 21.882
H 0.036 15.485 13.449
H -4.753 13.425 22.247
H 6.390 16.178 21.479
H -2.706 17.602 22.248
H 6.168 20.377 19.290
H 0.897 11.889 20.800
H -5.886 14.119 21.059
H -0.517 21.596 23.163
H 3.576 17.686 16.334
H 3.606 15.827 13.464
H 9.089 16.285 15.086
H 8.030 14.496 15.875
H -6.979 11.896 21.040
H 5.834 18.875 16.852
H 0.722 18.910 23.428
H -3.520 18.365 18.199
H 10.331 15.362 15.709
H 3.615 20.300 11.631
H 0.072 18.121 21.968
H 10.077 13.490 16.536
H -4.571 11.088 22.592
H -2.949 13.117 18.590
H 1.178 21.590 23.273
H -2.125 15.552 23.970
H 0.955 12.285 13.846
H 5.137 19.740 11.057
H -3.066 15.357 20.131
H 2.459 19.967 21.824
H -4.252 12.074 11.685
H -0.648 24.171 22.894
H -4.197 13.719 17.387
H -2.862 10.877 11.315
H -0.900 16.100 23.047
H 3.957 16.248 20.412
H 1.509 14.619 17.957
H -0.484 11.334 18.078
H 1.676 16.037 20.035
H 8.006 17.122 23.343
H 2.157 11.392 18.001
H -0.245 20.466 20.815
H -0.805 14.530 17.968
H -1.408 13.717 14.574
H -1.145 11.186 13.557
H -4.013 12.118 17.559
H -5.195 10.911 19.481
H -0.785 11.988 12.073
H 1.819 19.225 20.606
H 2.775 18.153 13.738
H -6.000 11.273 23.210
H -6.371 13.649 22.677
H 0.558 14.207 24.088
H -4.480 15.237 22.293
H 4.957 20.605 12.646
H 3.912 15.337 24.634
H 7.093 16.488 16.987
H 1.319 17.523 19.233
H -0.839 19.221 22.918
H 5.036 14.917 17.504
H 1.112 24.194 22.932
H 3.089 16.786 24.243
H -1.762 14.668 22.415
H 3.605 17.896 19.932
H -3.501 16.549 18.035
H -1.641 16.470 20.298
H -1.980 17.321 18.324
H 2.476 12.456 20.536
H 8.882 13.312 17.908
H 0.749 11.325 16.630
H 1.393 13.695 21.120
H 0.679 14.388 12.392
H 1.694 14.532 25.202
H -2.886 12.604 10.844
H -0.999 14.962 12.182
H 0.183 24.832 21.476
H 10.226 14.523 17.984
H 6.223 13.666 17.045
H 5.669 17.557 14.523
H 1.981 15.345 22.391
H 3.781 13.397 22.582
H 1.152 13.720 14.486
H 6.393 18.646 19.216
H 4.068 16.117 23.021
H -3.863 11.570 20.413
H 4.871 16.758 16.451
H 4.889 17.092 19.051
H 4.995 15.246 14.561
H 8.270 16.344 18.316
H -0.231 14.695 19.400
H -4.708 16.639 21.584
H 3.895 19.371 14.418
H 3.451 15.453 15.083
H -0.108 16.997 16.947
H 7.962 17.094 21.196
H 4.820 19.461 18.860
H 0.182 15.552 16.078
H 5.480 13.659 18.684
H 3.121 12.868 24.069
H 1.533 16.766 16.242
```

Values from the calculation:
E_HOMO (spin up / spin down)	0.3 / -6.8	eV
HOMO-LUMO gap (spin up / spin down)	1.89 / 9.02	eV
spin multiplicity	2
charge	-1